This record from OMol25 describes a cluster of 9 separate species, C7H31NO8 in total at a distorted geometry. The level of theory is wB97M-V/def2-TZVPD.

Structure (ORCA input):
```
! RIJCOSX wB97M-V def2-TZVPD def2/J DEFGRID3
* xyz 0 1
C 3.24 0.45 1.09
C 2.62 -0.17 -0.18
C 2.30 -1.68 0.05
C 0.78 -1.81 0.33
N -0.66 0.91 -0.62
C -0.70 -0.40 -1.12
C -0.18 -1.60 -0.83
C -1.88 -0.46 -2.04
H 3.96 1.14 0.74
H 3.63 -0.34 1.76
H 2.42 0.98 1.65
H 1.58 0.11 -0.38
H 3.37 0.02 -0.95
H 2.53 -2.32 -0.81
H 2.92 -2.14 0.91
H 0.64 -2.97 0.51
H 0.38 -1.14 1.15
H -0.31 0.92 0.34
H -1.43 1.50 -0.83
H -0.26 -2.53 -1.34
H -1.51 -1.22 -2.87
H -2.83 -0.82 -1.68
H -1.94 0.40 -2.76
H 3.14 3.28 -1.64
H 2.40 2.01 -0.84
O 2.95 2.79 -0.85
H -3.85 -1.39 2.15
H -2.97 -0.19 1.98
O -3.80 -0.46 2.42
H -3.11 -3.65 0.16
H -1.67 -3.11 0.10
O -2.43 -3.22 0.67
H 1.05 4.68 -0.79
H 0.19 3.36 -0.94
O 0.50 4.16 -1.38
H -4.14 1.11 0.92
H -2.76 1.90 0.97
O -3.56 1.76 0.45
H 0.68 2.41 2.09
H -0.56 1.63 2.65
O -0.12 1.94 1.85
H -1.59 -1.69 3.42
H -1.93 -2.90 2.65
O -2.27 -2.36 3.42
H 1.95 -0.24 -3.38
H 1.82 1.09 -4.22
O 1.40 0.25 -4.01
*
```

SMILES: CCCC/C=C(/C)N.O.O.O.O.O.O.O.O
energy above the lowest of the compared OMol25 structures with the same formula, charge and spin: 92.89 kcal per mole

These are the Mulliken partial charges, in e, on atoms 1 to 6: -1.04, 0.47, -0.91, -0.23, 0.09, 0.79

---

This record from OMol25 describes a cluster of 2 separate species, CH6O2P2 in total at a distorted geometry. The level of theory is wB97M-V/def2-TZVPD.

Structure (ORCA input):
```
! RIJCOSX wB97M-V def2-TZVPD def2/J DEFGRID3
* xyz 0 1
C -0.15 -0.67 -1.36
O 0.26 -1.51 0.60
O 0.51 0.43 -1.08
P 1.04 -0.36 1.27
P 0.00 1.85 -0.28
H -1.27 -0.89 -1.34
H 0.50 -1.44 -1.65
H 2.40 -1.00 1.80
H 0.49 -0.35 2.59
H -1.44 1.33 0.00
H -0.74 2.48 -1.30
*
```

energy above the lowest of the compared OMol25 structures with the same formula, charge and spin: 69.27 kcal per mole

These are the Mulliken partial charges, in e, on atoms 1 to 6: 0.04, -0.57, -0.29, 0.06, 0.03, 0.27

---

This record from OMol25 describes the molecule C5H10O at a distorted geometry. The level of theory is wB97M-V/def2-TZVPD.

Structure (ORCA input):
```
! RIJCOSX wB97M-V def2-TZVPD def2/J DEFGRID3
* xyz 0 1
O 1.57 0.94 -0.31
C 0.04 0.68 -0.85
C -0.63 1.06 0.42
C -0.04 -0.04 1.31
C -0.10 -1.31 0.42
C 0.00 -0.82 -1.04
H 1.49 1.30 -1.21
H -0.36 1.22 -1.76
H -0.33 2.07 0.70
H -1.72 1.01 0.35
H -0.57 -0.15 2.26
H 1.00 0.20 1.53
H 0.70 -2.02 0.66
H -1.05 -1.81 0.57
H 0.90 -1.16 -1.56
H -0.86 -1.15 -1.64
*
```

SMILES: OC1CCCC1
energy above the lowest of the compared OMol25 structures with the same formula, charge and spin: 42.30 kcal per mole

These are the Mulliken partial charges, in e, on atoms 1 to 6: -0.49, -0.05, -0.72, -0.75, -0.57, -0.57

---

This record from OMol25 describes a structure of composition C25H40AsF6KN10O10 at a distorted geometry. The level of theory is wB97M-V/def2-TZVPD.

Structure (ORCA input):
```
! RIJCOSX wB97M-V def2-TZVPD def2/J DEFGRID3
* xyz 0 1
K 19.42 10.29 20.22
As 15.24 9.64 19.81
F 13.56 9.78 19.46
F 15.26 11.33 20.15
F 16.91 9.55 20.35
F 15.29 7.99 19.37
F 15.64 10.05 18.19
F 14.83 9.35 21.46
C 13.08 11.56 16.76
N 12.83 12.66 15.80
O 12.47 12.36 14.69
O 13.03 13.78 16.19
H 13.15 11.98 17.76
H 13.99 11.05 16.51
H 12.22 10.90 16.71
C 13.41 14.27 20.01
N 12.55 14.10 21.24
O 11.45 14.59 21.24
O 13.06 13.48 22.16
H 13.94 15.20 20.14
H 12.74 14.26 19.16
H 14.06 13.41 19.98
C 18.15 5.86 17.86
N 19.40 6.36 18.49
O 19.50 7.58 18.64
O 20.29 5.57 18.70
H 18.37 5.77 16.80
H 17.34 6.54 18.09
H 17.90 4.89 18.29
C 15.92 10.41 24.02
N 17.36 10.75 23.82
O 18.10 10.68 24.78
O 17.70 11.07 22.70
H 15.68 10.71 25.03
H 15.82 9.33 23.95
H 15.33 10.93 23.28
C 13.59 7.77 16.71
N 13.39 6.95 15.49
O 14.38 6.64 14.83
O 12.26 6.60 15.25
H 12.94 8.63 16.65
H 14.63 8.07 16.80
H 13.33 7.14 17.56
N 18.23 12.71 13.01
C 17.59 11.56 13.36
C 17.11 11.73 14.61
C 17.48 13.03 15.06
C 18.20 13.59 14.06
H 18.80 12.89 12.21
H 17.51 10.72 12.69
H 16.60 11.03 15.24
H 17.17 13.46 16.00
H 18.50 14.62 13.92
N 11.94 10.16 22.01
C 11.13 9.56 22.95
C 9.85 9.96 22.71
C 9.86 10.75 21.52
C 11.16 10.83 21.12
H 12.88 9.84 21.79
H 11.54 8.87 23.66
H 8.97 9.69 23.27
H 9.02 11.25 21.06
H 11.61 11.16 20.20
N 12.25 5.36 22.15
C 13.40 6.09 22.16
C 13.90 6.08 23.43
C 12.99 5.33 24.24
C 11.99 4.89 23.41
H 11.67 5.19 21.34
H 13.74 6.50 21.23
H 14.85 6.45 23.76
H 13.04 5.14 25.29
H 11.10 4.31 23.55
N 16.89 6.06 21.16
C 18.02 6.41 21.84
C 18.72 5.27 22.14
C 18.00 4.18 21.56
C 16.90 4.71 20.95
H 16.26 6.71 20.72
H 18.30 7.42 22.08
H 19.65 5.19 22.67
H 18.28 3.15 21.60
H 16.10 4.24 20.40
N 10.34 7.42 20.63
C 11.11 7.27 19.50
C 10.87 6.03 18.98
C 9.79 5.47 19.75
C 9.55 6.33 20.80
H 10.40 8.20 21.26
H 11.91 7.97 19.30
H 11.36 5.49 18.18
H 9.45 4.46 19.62
H 8.84 6.21 21.60
*
```

DFT total energy: -155409.0876 eV

These are the Mulliken partial charges, in e, on atoms 1 to 6: 1.01, 2.22, -0.43, -0.50, -0.58, -0.44

---

Number 4 is which compound?
C25H40AsF6KN10O10